Molecular formula: C6H9ClOS
Method: DFT, wB97M-V/def2-TZVPD

XYZ file:
```
18
Properties=species:S:1:pos:R:3:lowdin_charge:R:1
H 0.66 -1.73 -1.76 0.11
C 1.07 -0.78 -1.41 -0.06
H -2.75 1.39 0.18 0.11
C -2.11 0.57 0.51 -0.20
H -3.72 -0.72 0.87 0.06
H -2.06 -1.41 1.22 0.04
S 0.38 -0.33 1.30 1.07
H -0.72 2.72 -0.50 0.08
C -0.69 0.87 0.50 -0.57
H 0.36 0.02 -1.61 0.07
C 1.38 -0.91 0.04 -0.74
C -0.12 1.96 -0.01 0.02
Cl 3.26 1.08 0.14 -0.23
H 1.99 -0.58 -1.94 0.09
O 2.25 -1.84 0.33 0.03
H 0.95 2.10 0.02 -0.01
H 2.54 -1.81 1.26 0.13
C -2.66 -0.58 0.88 0.01
```

Output
Highest occupied orbital energy   -0.309 hartree
Orbital gap   7.83 eV

Molecular formula: C6H9ClS
Method: DFT, wB97M-V/def2-TZVPD

XYZ file:
```
17
Properties=species:S:1:pos:R:3:lowdin_charge:R:1
H -0.34 0.66 1.61 0.10
H -0.07 -1.18 3.28 0.06
H -0.98 2.17 -1.60 0.06
H 0.77 2.24 -1.48 0.09
C 0.22 -0.23 1.35 -0.74
C 0.04 -0.52 -0.09 -0.10
C -0.15 1.81 -1.04 -0.10
H 0.17 -1.31 -2.46 0.05
H 0.01 -2.32 1.95 0.08
Cl 1.93 -0.06 1.81 0.63
S 0.20 0.68 -3.81 0.71
H 0.08 -1.54 -0.38 0.10
H -1.40 -1.43 2.19 0.07
C -0.06 0.34 -1.09 -0.37
C -0.33 -1.33 2.25 -0.15
C 0.04 -0.24 -2.47 -0.60
H -0.14 2.26 -0.02 0.09
```

Output
Highest occupied orbital energy   -0.324 hartree
Orbital gap   8.06 eV
Structure (SMILES)   C/C(C=S)=C\[C@@H](C)Cl

Molecular formula: C6H9ClS
Method: DFT, wB97M-V/def2-TZVPD

XYZ file:
```
17
Properties=species:S:1:pos:R:3:lowdin_charge:R:1
H 0.47 1.83 1.58 0.15
C -1.62 0.57 1.46 -0.39
H 2.74 -0.52 0.80 0.13
H -1.04 0.41 -2.66 0.15
H -1.02 -1.57 -2.48 0.04
H 1.35 -0.95 -0.90 0.09
Cl -1.86 -1.08 2.44 0.45
C 2.34 -0.17 -0.50 -0.57
H -0.83 -1.86 0.10 0.11
C -0.61 0.45 0.44 -0.45
H -1.45 1.36 2.17 0.08
C 0.43 1.18 0.51 -0.53
C -1.03 -0.63 -1.83 0.00
H 3.40 -0.13 -1.51 0.16
C -0.69 -0.83 -0.40 -0.18
S 1.88 1.40 -0.23 0.78
H -2.47 0.54 1.01 0.00
```

Output
Highest occupied orbital energy   -0.307 hartree
Orbital gap   8.56 eV

In order of appearance, energy relative to the best compared isomer or geometry (same formula, charge and spin) = 71.3; 50.5; 697.7 kJ/mol.
In order of appearance, electronic energy = -31770.998; -29724.614; -29717.907 eV.